C20H25N5O4S2 in the gas phase, computed with ωB97M-V with the def2-TZVPD basis set.

```
56
Properties=species:S:1:pos:R:3:forces:R:3
C 2.100 4.121 6.989 0.1671 0.1644 -0.0366
H 3.001 3.704 6.529 -0.0391 0.0220 0.0005
O 1.117 3.131 7.188 -0.2285 -0.2293 -0.0139
C 0.585 2.518 6.098 -0.1613 -0.2230 -0.1660
C 0.970 2.775 4.790 0.2262 0.2461 0.2587
C 0.359 2.103 3.734 -0.2232 -0.0641 0.3559
C -0.629 1.158 3.994 0.0696 0.0533 -0.2545
C -0.998 0.899 5.304 0.0798 0.0621 0.1157
C -0.406 1.567 6.354 0.0738 0.1019 0.1034
H -0.690 1.376 7.376 -0.0416 -0.0251 0.1303
H -1.765 0.166 5.503 -0.0606 -0.0568 0.0233
H -1.121 0.633 3.192 -0.0300 -0.0436 -0.1128
N 0.756 2.366 2.414 0.0613 -0.3521 0.0269
C 1.351 3.509 1.964 0.1840 0.2909 -0.4248
O 1.599 4.498 2.612 0.0765 0.2390 0.1260
C 1.627 3.338 0.478 0.2025 -0.0557 0.0385
H 2.641 3.670 0.257 -0.0911 0.0498 0.0472
H 0.927 3.955 -0.085 -0.0429 -0.0117 0.0169
C 1.425 1.851 0.210 0.0418 0.4217 -0.0200
C 2.736 1.103 0.306 -0.3239 0.1342 -0.0948
O 3.776 1.569 0.697 0.1809 0.1478 0.1171
N 2.710 -0.232 -0.071 0.8300 -0.2809 0.2169
C 1.716 -0.977 -0.627 -0.3551 -1.0934 -0.4757
N 0.522 -0.592 -0.913 0.9134 1.3434 0.7641
N -0.238 -1.531 -1.461 -0.9474 -1.1665 -0.6367
C 0.351 -2.667 -1.606 0.5118 0.1063 0.2093
S -0.355 -4.092 -2.267 -0.2079 -0.5671 -0.1838
C -2.009 -3.467 -2.694 0.4387 0.1591 -0.0326
H -2.607 -4.358 -2.880 -0.0083 -0.0363 0.0439
C -1.981 -2.558 -3.922 -0.0434 -0.1324 0.1599
N -3.345 -2.186 -4.238 -0.0674 0.0695 0.0335
C -3.560 -0.787 -4.564 0.0541 0.1087 -0.3514
C -3.135 -0.458 -6.000 -0.0178 0.1403 0.3526
O -3.814 -1.281 -6.926 -0.1211 0.0196 -0.0345
C -3.572 -2.647 -6.666 -0.0354 -0.2842 0.2113
C -3.988 -3.025 -5.237 0.0150 0.1222 -0.3016
H -3.752 -4.071 -5.042 -0.0527 -0.0659 -0.0058
H -5.068 -2.884 -5.134 -0.0068 -0.1147 -0.0685
H -4.157 -3.204 -7.399 0.0787 -0.0517 0.0345
H -2.504 -2.869 -6.820 -0.0800 -0.0006 -0.0156
H -3.395 0.568 -6.261 0.0910 -0.0047 0.0443
H -2.047 -0.594 -6.109 -0.0581 0.0395 -0.0052
H -3.021 -0.163 -3.851 -0.0307 0.0415 0.0182
H -4.632 -0.592 -4.461 0.0349 0.1189 -0.0082
H -1.472 -3.080 -4.745 0.0139 0.0899 0.0368
H -1.403 -1.665 -3.674 -0.0150 -0.0893 -0.0884
H -2.400 -2.934 -1.830 -0.0892 -0.0273 -0.0415
S 2.022 -2.676 -1.039 -0.6809 0.7096 -0.0170
H 3.602 -0.701 0.045 -0.1304 0.2430 0.0344
H 0.971 1.638 -0.758 0.0341 0.0348 0.1875
C 0.492 1.415 1.355 -0.2385 -0.2494 -0.2466
H 0.696 0.398 1.699 -0.0956 0.0482 -0.0197
H -0.552 1.469 1.026 0.0815 -0.1220 0.0212
H 1.732 3.500 4.568 0.0299 0.0529 0.0131
H 2.342 4.497 7.981 0.0159 0.0015 -0.0936
H 1.725 4.941 6.369 0.0174 -0.0344 0.0079
```
Positions in Å, forces in eV/Å.

Results
**Total energy**: -2148.22709 Ha
**Multiplicity**: 1
**LUMO**: 0.21 eV
**Max |F|**: 1.8 eV/Å
**Gap between HOMO and LUMO**: 8.4 eV
**Charge**: 0
**Structure (SMILES)**: COc1cccc(N2C[C@H](C(=O)Nc3nnc(SCCN4CCOCC4)s3)CC2=O)c1